(w)
Density functional theory data (ωB97M-V with the def2-TZVPD basis set) for a gas-phase ion, C4H11N2 (charge +1).

Last column: Mulliken charge in e.
Positions of all 17 atoms, in Å:
C 0.048 0.286 -0.407  -0.31
C -0.900 0.699 0.660  0.02
C 1.682 -1.539 0.158  -1.30
C 0.407 -1.229 -0.651  -0.30
N -0.608 1.887 1.227  -0.47
N -1.365 0.663 -0.871  -0.28
H 0.877 0.967 -0.522  0.36
H -1.605 0.094 1.158  0.47
H 2.629 -1.096 -0.165  0.38
H 1.778 -2.677 0.080  0.31
H 1.613 -1.206 1.176  0.39
H -0.394 -1.855 -0.229  0.35
H 0.706 -1.378 -1.722  0.30
H -0.323 2.752 0.719  0.25
H -1.181 2.098 2.134  0.28
H -1.384 1.515 -1.305  0.26
H -1.981 0.021 -1.440  0.29

Properties
net charge: +1
HOMO: -14.595 eV
orbital gap: 0.4226 Ha

(x)
Density functional theory data (ωB97M-V with the def2-TZVPD basis set) for a gas-phase ion, C4H11N2 (charge +1).

Last column: Mulliken charge in e.
Positions of all 17 atoms, in Å:
C -0.060 0.833 0.516  0.52
C 0.316 -0.684 0.630  -0.53
C 0.942 1.660 -0.302  -1.83
C -2.118 -0.424 -0.093  -0.92
N -0.805 -0.027 -0.339  -0.22
N 1.396 -1.190 -0.275  -0.21
H -0.565 1.362 1.317  0.47
H 0.034 -1.261 1.466  0.49
H 0.750 2.604 -0.030  0.38
H 0.776 1.440 -1.447  0.42
H 1.928 1.488 0.091  0.46
H -2.231 -1.450 -0.485  0.29
H -2.310 -0.615 0.927  0.39
H -2.841 0.280 -0.525  0.30
H 0.898 -1.716 -0.873  0.31
H 1.972 -1.899 0.163  0.34
H 1.918 -0.401 -0.742  0.35

Properties
net charge: +1
HOMO: -13.845 eV
orbital gap: 0.3796 Ha

(y)
Density functional theory data (ωB97M-V with the def2-TZVPD basis set) for a gas-phase ion, C4H11N2 (charge +1).

Last column: Mulliken charge in e.
Positions of all 17 atoms, in Å:
C 1.371 0.368 -1.306  -0.59
C -0.078 -0.246 -1.283  -0.57
C -0.713 -0.130 0.034  -0.25
C -1.115 -1.176 0.836  -0.23
N -1.327 -0.761 2.233  -0.34
N 1.401 1.692 -0.757  -0.60
H 1.957 -0.244 -0.627  0.37
H 1.751 0.311 -2.326  0.34
H -0.721 0.122 -2.113  0.35
H 0.111 -1.333 -1.528  0.28
H -0.869 0.881 0.468  0.28
H -1.044 -2.247 0.619  0.35
H -0.626 0.071 2.439  0.42
H -1.167 -1.499 2.962  0.39
H -2.274 -0.503 2.399  0.35
H 1.095 2.422 -1.424  0.22
H 2.247 2.271 -0.626  0.25

Properties
net charge: +1
HOMO: -12.856 eV
orbital gap: 0.3314 Ha

Name the least stable of them. (x).

(w)
Density functional theory data (ωB97M-V with the def2-TZVPD basis set) for a gas-phase ion, C4H11N2 (charge +1).

Last column: Mulliken charge in e.
Positions of all 17 atoms, in Å:
C 1.227 0.114 0.174  0.69
C 1.403 -1.185 -0.602  -1.41
C -0.964 1.116 -0.875  -1.53
C -0.493 0.565 0.423  -0.01
N 2.080 0.873 0.593  -0.57
N -1.340 -0.702 0.812  -0.33
H 2.429 -1.229 -0.557  0.39
H 1.082 -1.219 -1.563  0.37
H 1.150 -2.173 0.006  0.39
H -1.038 0.435 -1.714  0.39
H -0.462 1.978 -1.079  0.42
H -1.995 1.456 -0.733  0.45
H -0.649 1.280 1.125  0.39
H 2.099 1.759 1.159  0.28
H -2.160 -0.854 0.246  0.35
H -1.612 -0.570 1.786  0.36
H -0.757 -1.643 0.800  0.36

Properties
net charge: +1
HOMO: -13.171 eV
orbital gap: 0.3496 Ha

(x)
Density functional theory data (ωB97M-V with the def2-TZVPD basis set) for 2 unconnected molecules or ions with the total composition C4H11N2.

Last column: Mulliken charge in e.
Positions of all 17 atoms, in Å:
C -2.036 0.347 -0.501  0.14
C 1.400 -1.026 -0.211  -0.87
C 1.702 0.342 0.216  -0.40
C -0.107 1.118 0.878  -0.74
N -2.870 -0.590 -0.683  -0.37
N -1.121 0.218 0.498  -0.19
H -1.968 1.238 -1.067  0.38
H 0.547 -1.029 -0.860  0.24
H 2.352 -1.398 -0.595  0.36
H 1.287 -1.636 0.708  0.25
H 1.728 0.978 -0.672  0.32
H 2.360 0.534 1.103  0.35
H -0.128 1.129 1.908  0.35
H -0.310 2.087 0.341  0.30
H -3.501 -0.552 -1.544  0.32
H -2.619 -1.590 -0.275  0.31
H -1.382 -0.510 1.162  0.26

Properties
net charge: +1
HOMO: -12.956 eV
orbital gap: 0.3326 Ha

Name the least stable of them. (w).

(w)
Density functional theory data (ωB97M-V with the def2-TZVPD basis set) for a gas-phase ion, C4H11N2 (charge +1).

Last column: Mulliken charge in e.
Positions of all 17 atoms, in Å:
C -0.827 -1.002 -1.116  -0.61
C -0.656 0.494 -0.952  -0.64
C 0.143 0.826 0.295  -0.61
C 1.469 0.994 0.343  0.03
N 2.141 1.558 1.404  -0.47
N -1.368 -1.585 0.161  -0.31
H 0.114 -1.496 -1.324  0.35
H -1.480 -1.343 -1.913  0.37
H -0.078 0.808 -1.816  0.35
H -1.594 1.043 -0.938  0.32
H -0.373 1.157 1.192  0.36
H 2.106 0.704 -0.483  0.32
H 1.736 1.464 2.323  0.22
H 3.138 1.426 1.344  0.25
H -1.575 -2.587 0.123  0.36
H -0.688 -1.383 0.903  0.38
H -2.209 -1.078 0.454  0.34

Properties
net charge: +1
HOMO: -12.033 eV
orbital gap: 0.3136 Ha

(x)
Density functional theory data (ωB97M-V with the def2-TZVPD basis set) for a gas-phase ion, C4H11N2 (charge +1).

Last column: Mulliken charge in e.
Positions of all 17 atoms, in Å:
C 0.470 0.895 1.094  -0.71
C -0.794 0.124 0.702  -0.54
C -0.412 -0.970 -0.260  0.45
C -0.775 -2.236 -0.115  -0.83
N -0.055 -0.383 -1.562  -0.63
N 1.072 1.602 -0.091  -0.30
H 1.169 0.272 1.645  0.36
H 0.264 1.721 1.779  0.39
H -1.124 -0.283 1.650  0.33
H -1.449 0.892 0.307  0.29
H -1.224 -2.443 0.861  0.23
H -0.397 -3.164 -0.520  0.34
H 1.164 0.964 -0.904  0.37
H 0.448 -1.067 -2.129  0.24
H -0.920 -0.327 -2.095  0.28
H 1.983 2.004 0.145  0.37
H 0.579 2.399 -0.507  0.35

Properties
net charge: +1
HOMO: -13.445 eV
orbital gap: 0.3705 Ha

(y)
Density functional theory data (ωB97M-V with the def2-TZVPD basis set) for 2 unconnected molecules or ions with the total composition C4H11N2.

Last column: Mulliken charge in e.
Positions of all 17 atoms, in Å:
C -0.829 -0.581 0.015  -0.72
C -1.951 -0.162 -0.571  0.26
C 2.388 0.728 -0.610  -0.84
C 2.108 -0.340 0.494  -0.22
N 1.331 -1.434 0.202  -0.41
N -3.201 -0.107 0.229  -0.44
H 1.103 -1.821 -0.653  0.27
H -0.874 -0.683 1.116  0.13
H -2.283 0.101 -1.631  0.32
H 1.744 1.584 -0.822  0.29
H 3.486 1.051 -0.545  0.28
H 2.248 -0.030 -1.397  0.22
H 2.977 -0.783 0.929  0.40
H 1.589 -0.002 1.421  0.31
H -3.886 -0.862 0.098  0.36
H -3.839 0.714 0.093  0.38
H -2.953 -0.377 1.245  0.38

Properties
net charge: +1
HOMO (spin up / spin down): -13.488 / -13.752 eV
orbital gap (spin up / spin down): 0.3018 / 0.3383 Ha

Name the least stable of them. (y).

(w)
Density functional theory data (ωB97M-V with the def2-TZVPD basis set) for a gas-phase ion, C4H11N2 (charge +1).

Last column: Mulliken charge in e.
Positions of all 17 atoms, in Å:
C 0.152 2.526 0.774  -1.07
C 1.043 1.537 -0.011  -0.61
C 1.070 0.069 0.447  -0.54
N -0.253 -0.541 0.163  -0.20
C -0.487 -1.790 -0.198  0.20
N -1.433 -2.049 -1.108  -0.31
H 0.822 3.236 1.247  0.34
H -0.589 2.068 1.439  0.35
H -0.463 3.042 0.050  0.31
H 2.014 2.005 -0.142  0.42
H 0.558 1.429 -1.003  0.26
H 1.116 0.092 1.540  0.29
H 1.773 -0.553 -0.085  0.48
H -1.022 0.094 -0.048  0.25
H 0.386 -2.424 -0.058  0.36
H -1.637 -3.000 -1.372  0.26
H -1.795 -1.207 -1.501  0.22

Properties
net charge: +1
HOMO: -15.146 eV
orbital gap: 0.4001 Ha

(x)
Density functional theory data (ωB97M-V with the def2-TZVPD basis set) for 2 unconnected molecules or ions with the total composition C4H11N2.

Last column: Mulliken charge in e.
Positions of all 17 atoms, in Å:
C -1.332 0.007 -0.007  0.12
C 1.422 1.322 0.171  -1.09
C 1.422 -1.390 0.031  -1.29
C 1.089 0.019 -0.371  0.39
N -1.922 1.202 -0.073  -0.26
N -1.991 -1.144 0.143  -0.29
H 1.624 1.166 1.203  0.34
H 0.671 2.103 0.173  0.25
H 2.218 1.689 -0.337  0.38
H 0.761 -2.004 -0.444  0.41
H 1.691 -1.347 1.105  0.32
H 2.355 -1.619 -0.341  0.44
H 0.862 -0.029 -1.475  0.35
H -1.443 2.070 0.056  0.22
H -2.879 1.178 0.205  0.24
H -1.520 -1.942 -0.222  0.21
H -3.028 -1.280 0.183  0.25

Properties
net charge: +1
HOMO: -13.946 eV
orbital gap: 0.3543 Ha

(y)
Density functional theory data (ωB97M-V with the def2-TZVPD basis set) for a gas-phase ion, C4H11N2 (charge +1).

Last column: Mulliken charge in e.
Positions of all 17 atoms, in Å:
C 0.111 -1.525 -0.365  -0.65
C -0.531 -0.621 0.827  -0.83
C -0.616 0.808 0.353  0.91
C -1.753 1.403 -0.033  -1.09
N 0.624 1.516 0.194  -0.59
N 1.419 -0.927 -0.744  -0.28
H -0.671 -1.497 -1.128  0.39
H 0.289 -2.512 0.062  0.36
H -1.516 -1.070 0.878  0.35
H 0.165 -0.688 1.651  0.34
H -2.695 0.898 0.156  0.27
H -1.646 2.399 -0.430  0.24
H 1.269 0.145 -0.960  0.40
H 0.508 2.497 -0.020  0.23
H 1.189 1.399 1.032  0.25
H 1.841 -1.388 -1.548  0.36
H 2.013 -0.838 0.074  0.33

Properties
net charge: +1
HOMO: -12.851 eV
orbital gap: 0.3478 Ha

(z)
Density functional theory data (ωB97M-V with the def2-TZVPD basis set) for a molecular structure, C4H11N2.

Last column: Mulliken charge in e.
Positions of all 17 atoms, in Å:
C -0.523 -1.006 -0.921  -0.29
C -1.054 -1.075 2.753  -1.09
C 1.292 1.358 -1.088  -0.75
C -0.631 -0.289 1.517  0.12
N -0.465 -0.728 0.340  -0.07
N 0.335 0.506 -1.868  -0.41
H -1.484 -0.928 -1.322  0.37
H 0.363 -1.628 -1.355  0.29
H -1.793 -0.495 3.384  0.32
H -1.539 -2.004 2.439  0.32
H -0.225 -1.265 3.321  0.32
H 0.715 2.257 -0.805  0.30
H 1.573 0.758 -0.195  0.26
H 2.241 1.622 -1.691  0.31
H -0.329 0.714 1.706  0.41
H -0.365 1.088 -2.320  0.30
H 0.976 -0.043 -2.372  0.29

Properties
net charge: +1
HOMO: -13.848 eV
orbital gap: 0.3833 Ha

Name the least stable of them. (x).

(w)
Density functional theory data (ωB97M-V with the def2-TZVPD basis set) for 2 unconnected molecules or ions with the total composition C4H11N2.

Last column: Mulliken charge in e.
Positions of all 17 atoms, in Å:
C 1.438 -0.479 -0.169  0.87
C 0.784 -0.576 1.117  -0.95
C -2.795 0.549 0.103  -0.60
C -2.149 1.540 -0.316  -0.47
N 2.743 -0.400 -0.255  -0.33
N 0.691 -0.816 -1.165  -0.30
H 1.135 0.142 1.920  0.36
H 1.030 -1.461 1.613  0.38
H -0.273 -0.259 0.993  0.10
H 1.046 -1.076 -2.102  0.26
H -2.823 0.400 1.155  0.29
H -3.103 -0.412 -0.392  0.27
H -2.006 2.308 0.445  0.24
H -1.842 1.795 -1.356  0.30
H 3.137 -0.174 0.643  0.24
H 3.278 -0.454 -1.046  0.20
H -0.291 -0.627 -1.189  0.16

Properties
net charge: +1
HOMO: -14.003 eV
orbital gap: 0.3833 Ha

(x)
Density functional theory data (ωB97M-V with the def2-TZVPD basis set) for 3 unconnected molecules or ions with the total composition C4H11N2.

Last column: Mulliken charge in e.
Positions of all 17 atoms, in Å:
C 0.152 -2.057 -0.357  -1.31
C -0.450 -0.802 -0.394  0.76
C 0.506 0.336 -0.291  0.81
C 0.063 1.731 -0.193  -1.15
N -1.733 -0.503 -0.735  -0.49
N 1.757 0.116 -0.433  -0.26
H 1.113 -2.083 -0.173  0.32
H -0.295 -2.958 -0.535  0.33
H -0.430 0.529 2.262  -0.24
H 0.893 2.353 -0.147  0.40
H -0.421 1.891 0.879  0.21
H -0.621 1.998 -0.956  0.32
H -2.298 -0.112 0.036  0.30
H -2.147 -1.414 -1.013  0.30
H -0.721 1.085 2.882  0.29
H 2.583 0.739 -0.390  0.30
H 2.049 -0.849 -0.443  0.10

Properties
net charge: +1
HOMO: -13.614 eV
orbital gap: 0.3115 Ha

Name the least stable of them. (x).

(w)
Density functional theory data (ωB97M-V with the def2-TZVPD basis set) for 2 unconnected molecules or ions with the total composition C4H11N2.

Last column: Mulliken charge in e.
Positions of all 17 atoms, in Å:
C 0.321 -1.123 -2.672  -0.94
C 0.429 -0.747 -1.145  0.01
C -0.149 -1.556 -0.117  -0.16
C 0.319 -1.891 1.185  0.01
N -0.469 -2.446 2.226  -0.50
N -0.343 5.165 0.829  -0.65
H 0.369 -0.372 -3.391  0.37
H -0.692 -1.537 -2.706  0.29
H 1.208 -0.167 -0.958  0.44
H -0.827 4.396 1.307  0.21
H -1.213 -1.979 -0.309  0.27
H 1.434 -1.640 1.300  0.29
H -0.325 -1.982 3.102  0.30
H -0.364 -3.473 2.368  0.31
H 0.414 5.454 1.411  0.22
H 0.961 -1.942 -3.071  0.31
H -1.072 5.839 0.641  0.22

Properties
net charge: +1
HOMO: -12.007 eV
orbital gap: 0.1774 Ha

(x)
Density functional theory data (ωB97M-V with the def2-TZVPD basis set) for a gas-phase ion, C4H11N2 (charge +1).

Last column: Mulliken charge in e.
Positions of all 17 atoms, in Å:
C -0.863 -1.189 -0.985  -0.28
C -1.312 0.263 -0.677  -0.28
C -0.621 0.809 0.581  -1.01
C 0.892 1.126 0.642  -0.32
N 1.559 0.061 1.384  -0.48
N 0.495 -1.324 -1.199  -0.25
H -0.274 -1.579 -0.041  0.31
H -1.524 -1.831 -1.551  0.47
H -2.382 0.238 -0.495  0.37
H -1.094 0.817 -1.586  0.33
H -0.737 0.087 1.402  0.47
H -1.169 1.707 0.924  0.36
H 1.027 2.039 1.207  0.41
H 1.357 1.196 -0.345  0.25
H 0.629 -1.997 -1.973  0.33
H 1.655 -0.727 0.762  0.13
H 2.362 0.305 1.950  0.21

Properties
net charge: +1
HOMO: -13.013 eV
orbital gap: 0.1927 Ha

Name the least stable of them. (x).